No. 1
DFT (ωB97M-V with the def2-TZVPD basis set) results for a 2-piece molecular cluster, C3HN2O4 overall.

Structure (ORCA input):
```
! RIJCOSX wB97M-V def2-TZVPD def2/J DEFGRID3
* xyz -1 1
C -0.416 -0.956 -1.517
C 0.934 1.490 -0.172
C 0.202 -0.204 1.525
N -1.507 -0.742 -1.048
N 0.539 0.425 0.096
O -0.992 -0.500 1.539
O 0.434 -1.336 -2.244
O 1.092 2.586 -0.500
O 1.114 -0.094 2.276
H -1.400 -0.669 0.046
*
```

Calculated values
F_max: 0.063 Eh/bohr
HOMO: -5.77 eV
relative energy (zero: lowest compared OMol25 entry of this formula, charge and spin): 7.3 kcal/mol

natural (NBO) population analysis, charges in e, atoms 1 to 8: number 1, C, carries 0.842; number 2, C, carries 0.830; number 3, C, carries 0.937; number 4, N, carries -0.808; number 5, N, carries -0.695; number 6, O, carries -0.714; number 7, O, carries -0.592; number 8, O, carries -0.587


No. 2
DFT (ωB97M-V with the def2-TZVPD basis set) results for C3HN2O4 as an isolated structure.

Structure (ORCA input):
```
! RIJCOSX wB97M-V def2-TZVPD def2/J DEFGRID3
* xyz 1 1
C -0.618 0.197 -0.219
C -1.743 0.846 0.148
C 1.965 0.393 -0.165
N 0.601 0.297 0.478
N -0.962 -1.638 0.313
O 1.457 1.547 0.178
O -2.732 1.252 0.423
O 2.789 -0.333 -0.599
O -0.054 -2.267 0.586
H -0.703 -0.294 -1.144
*
```

Calculated values
F_max: 0.091 Eh/bohr
HOMO: -15.30 eV
relative energy (zero: lowest compared OMol25 entry of this formula, charge and spin): 0.5 kcal/mol

natural (NBO) population analysis, charges in e, atoms 1 to 8: number 1, C, carries -0.344; number 2, C, carries 0.871; number 3, C, carries 0.925; number 4, N, carries -0.266; number 5, N, carries 0.443; number 6, O, carries -0.282; number 7, O, carries -0.211; number 8, O, carries -0.425


No. 3
DFT (ωB97M-V with the def2-TZVPD basis set) results for a 2-piece molecular cluster, C3HN2O4S overall.

Structure (ORCA input):
```
! RIJCOSX wB97M-V def2-TZVPD def2/J DEFGRID3
* xyz -1 1
C -0.873 0.320 1.461
C -0.642 -1.182 -0.506
C -0.049 -0.429 0.613
N -1.612 0.861 2.165
N 0.738 1.471 -0.784
O 0.148 2.427 -1.238
O -0.106 -2.064 -1.105
O 1.851 0.898 -0.964
O 1.189 -0.678 1.036
S -2.298 -0.735 -0.820
H 1.654 -0.889 0.143
*
```

Calculated values
F_max: 0.081 Eh/bohr
HOMO (spin up / spin down): -4.07 / -4.15 eV
relative energy (zero: lowest compared OMol25 entry of this formula, charge and spin): 46.0 kcal/mol

natural (NBO) population analysis, charges in e, atoms 1 to 8: number 1, C, carries 0.221; number 2, C, carries 0.251; number 3, C, carries 0.224; number 4, N, carries -0.293; number 5, N, carries 0.460; number 6, O, carries -0.317; number 7, O, carries -0.634; number 8, O, carries -0.432